Record 1
60
Properties=species:S:1:pos:R:3:forces:R:3 method="wB97M-V/def2-TZVPD" relative_energy_ev=1.480 mol_weight_g_mol=968.74 orbital_gap_ev="7.8 / 5.4" fmax_ev_per_a=0.4 e_homo_ev="-8.771 / -9.034" spin_multiplicity=6 total_energy_ev=-89928.9303
Ru -0.44811 0.54751 -0.16507 0.0 0.0 0.0
C 0.61479 -1.10703 -4.01603 0.0 0.0 0.0
C 0.17614 -0.28692 -2.97845 0.0 0.0 0.0
N 0.09893 -0.70691 -1.72707 0.0 0.0 -0.1
C 0.45692 -1.98002 -1.42103 0.0 0.0 0.0
C 0.87616 -2.87808 -2.41444 0.0 0.0 0.0
C 0.95467 -2.40659 -3.73102 0.0 0.0 0.0
C 1.27056 -4.20582 -2.04092 0.0 0.0 0.0
C 1.25367 -4.59540 -0.75297 0.0 0.0 0.0
C 0.84695 -3.69038 0.29228 0.0 0.1 -0.1
C 0.85926 -4.04235 1.62295 0.0 0.0 0.0
C 0.34251 -3.10815 2.64269 0.0 0.0 0.0
C 0.25144 -1.70121 2.14077 0.1 0.0 -0.1
N 0.23383 -1.39758 0.89531 -0.1 -0.1 0.0
C 0.47110 -2.37748 -0.05874 0.0 0.0 0.0
H 0.69855 -0.70314 -5.01339 0.0 0.0 0.0
H -0.10570 0.74282 -3.16116 0.0 0.0 0.0
H 1.31219 -3.06684 -4.51067 0.0 0.0 0.0
H 1.59996 -4.88010 -2.82033 0.0 0.0 0.0
H 1.55951 -5.59426 -0.47065 0.0 0.0 0.0
H 1.19570 -5.02178 1.93490 0.0 0.0 0.0
H 0.87910 -3.16711 3.58926 0.1 0.0 0.0
H 0.13727 -0.89943 2.86171 -0.1 0.0 0.0
S -0.85628 4.15474 2.59776 0.0 0.0 0.0
C -1.58850 2.81231 3.41510 0.0 0.0 0.0
C -2.13980 2.76447 4.69174 0.0 0.0 0.0
C -2.68461 1.56907 5.11475 0.0 0.0 0.0
C -2.69882 0.44843 4.27587 0.0 0.0 0.0
C -2.15619 0.49783 3.00884 0.0 0.0 0.0
C -1.57640 1.69154 2.58428 0.0 0.0 0.0
N -0.98560 1.92714 1.34387 0.1 0.0 0.0
C -0.58561 3.16886 1.21499 0.0 0.0 -0.1
C 0.04263 3.69403 0.01011 -0.1 -0.1 0.0
C -0.18797 5.00962 -0.40043 0.0 0.0 0.0
C 0.36186 5.48152 -1.57335 0.0 0.0 0.0
C 1.15948 4.64092 -2.34565 0.0 0.0 0.0
C 1.41063 3.33891 -1.95501 0.1 0.1 0.1
C 0.85570 2.85384 -0.77153 0.1 0.0 0.0
H -2.14446 3.63800 5.32930 0.0 0.0 0.0
H -3.11834 1.50221 6.10324 0.0 0.0 0.0
H -3.15614 -0.47062 4.61665 0.0 0.0 0.0
H -2.21348 -0.35471 2.34818 0.0 0.0 0.0
H -0.83087 5.64672 0.19455 0.0 0.0 0.0
H 0.16840 6.49640 -1.89157 0.0 0.0 0.0
H 1.60209 5.00844 -3.26204 0.0 0.0 0.0
H 2.09251 2.71255 -2.51239 0.0 0.0 0.0
F -3.79716 -1.80659 1.15725 0.1 0.1 0.0
Te -3.17699 -1.70963 -0.64607 0.0 -0.4 0.1
F -4.08973 -3.36920 -0.92128 0.1 0.1 -0.1
F -4.73525 -0.85485 -1.08710 -0.1 0.1 -0.1
F -1.00432 -3.46184 2.95439 0.1 0.0 0.0
F -2.70124 -1.70853 -2.50036 -0.1 0.0 0.0
O -2.32996 -0.07189 -0.30410 0.0 0.3 0.2
F 5.01783 0.26860 -0.58553 0.0 0.0 -0.1
Te 3.69325 0.04807 -1.90619 -0.1 -0.1 0.0
F 2.80853 -1.18434 -0.40259 0.0 0.0 0.0
F 4.19461 1.94677 -2.12859 0.0 0.0 0.0
F 4.69476 -1.52882 -2.24067 0.0 0.0 0.0
F 3.98806 0.13496 -3.86022 0.0 0.0 0.1
O 1.13198 1.59134 -0.36410 -0.2 0.1 -0.1



Record 2
52
Properties=species:S:1:pos:R:3:forces:R:3 method="wB97M-V/def2-TZVPD" charge=+3 relative_energy_ev=1.883 mol_weight_g_mol=787.54 orbital_gap_ev=5.3 fmax_ev_per_a=1.0 e_homo_ev=-17.548 total_energy_ev=-189608.9776
Os 0.43944 0.39224 0.15520 -0.4 -0.1 -0.3
O 2.44246 -0.19157 0.08800 -0.1 0.1 0.4
S 3.02607 1.10195 0.66669 -0.2 -0.4 0.5
O 3.18969 1.14295 2.08358 -0.1 0.1 0.0
N 1.71499 1.94194 0.13042 -0.2 0.4 -0.2
C 1.03226 3.10660 0.54790 -0.1 0.0 0.2
C 1.51541 4.46612 0.77325 0.3 0.2 -0.1
C 0.56831 5.24755 1.46552 0.6 -0.6 0.6
C -1.68138 4.80106 1.32010 0.3 -0.1 0.0
C -2.21686 3.58845 0.61724 -0.3 0.1 0.0
C -3.44300 3.19803 0.22703 0.1 0.1 0.1
C -3.56678 1.86321 -0.28391 0.0 -0.3 -0.1
C -2.52840 0.95421 -0.35406 -0.3 0.2 0.1
N -1.27468 1.29691 0.01923 0.5 0.0 0.0
C -1.08819 2.68449 0.42676 0.2 0.0 -0.1
C 4.44742 1.54371 -0.13459 0.3 0.0 -0.4
C 4.55621 1.31529 -1.51498 0.0 0.1 0.2
C 5.74058 1.65611 -2.13000 0.1 0.0 0.0
C 6.78050 2.20737 -1.38148 0.0 0.0 0.0
C 6.65722 2.42223 -0.01247 0.1 0.0 0.0
C 5.48552 2.08516 0.63735 -0.1 -0.1 -0.2
H 2.45232 4.86132 0.37672 -0.2 0.0 -0.1
H 0.97656 6.10279 1.99444 -0.2 0.1 -0.1
H -2.43407 5.35004 1.87853 0.0 0.0 0.0
H -4.31996 3.82666 0.31575 0.0 0.0 0.0
H -4.54242 1.51222 -0.60060 0.0 0.0 0.0
H -2.69905 -0.05886 -0.69264 0.0 0.0 0.0
H 3.74953 0.86220 -2.07598 0.0 0.0 0.0
H 5.86833 1.48078 -3.18920 0.0 0.0 0.0
H 7.70912 2.46203 -1.87563 0.0 0.0 0.0
H 7.48490 2.83305 0.54919 0.0 0.0 0.0
H 5.38084 2.20655 1.70616 0.0 0.0 0.0
Br 0.36571 1.13112 6.66374 0.0 0.0 0.2
C 0.28736 0.87548 4.84351 0.0 0.1 -0.1
C 0.39848 -0.39763 4.29942 0.0 -0.1 -0.1
C 0.36554 -0.53202 2.93304 0.0 0.0 -0.1
N 0.22040 0.53331 2.11836 0.3 0.0 0.0
C 0.09069 1.78517 2.63212 -0.1 0.0 -0.1
C 0.11731 1.97410 3.99093 0.0 0.0 0.1
C -0.09689 2.88604 1.62858 0.0 -0.1 0.0
C -0.45285 4.30040 2.13523 -0.1 0.2 -0.2
C -0.77806 5.79036 0.47735 -0.6 0.0 -0.5
Br -1.11364 7.59797 0.84645 0.0 0.4 0.1
C -0.64586 5.53112 -0.97575 0.0 0.1 0.2
C -0.30883 4.32578 -1.41690 0.1 -0.5 0.2
N -0.07178 3.24964 -0.50159 -0.1 0.3 -0.1
H 0.52016 -1.27218 4.92312 0.0 0.0 0.0
H 0.47293 -1.49796 2.45631 0.0 0.0 0.0
H 0.02778 2.95861 4.42330 0.0 0.0 0.0
H -0.53276 4.40636 3.21045 0.0 0.0 0.0
H -0.78890 6.35281 -1.66731 0.0 0.0 0.0
H -0.14507 4.09637 -2.46259 0.0 0.0 0.0